A molecular structure, C21H20CoF2N3O2S6, computed with the ωB97M-V functional and the def2-TZVPD basis.

XYZ file:
```
55
Properties=species:S:1:pos:R:3:forces:R:3
Co 0.0100 1.5575 -0.0139 -0.053 -0.502 0.238
F -1.4601 1.2001 5.1866 -0.018 -0.012 0.074
C -0.4620 1.2145 4.2793 0.093 -0.050 -0.198
C -0.7664 1.2448 2.9327 0.009 -0.070 0.002
C 0.2504 1.2599 1.9834 0.069 0.221 0.073
C 1.5933 1.2723 2.4203 -0.216 -0.037 0.117
C 1.8444 1.2282 3.7894 -0.124 0.003 -0.131
F 3.1086 1.2226 4.2792 0.046 0.000 0.012
C 0.8394 1.1954 4.7340 0.001 0.001 0.194
C 2.6326 1.3217 1.3726 0.150 0.010 -0.040
C 4.0095 1.2970 1.6054 0.123 0.032 -0.027
C 4.8871 1.3061 0.5369 -0.111 -0.004 -0.028
C 4.3866 1.3134 -0.7555 0.028 0.027 0.015
C 3.0155 1.3629 -0.9139 0.141 0.039 -0.067
N 2.1675 1.3882 0.1100 0.096 -0.036 0.030
H -1.8087 1.2629 2.6387 -0.020 0.036 0.029
H 1.0720 1.1638 5.7888 0.008 0.013 -0.013
H 4.3952 1.2736 2.6099 -0.053 -0.008 0.006
H 5.9548 1.3077 0.7143 0.001 -0.053 0.010
H 5.0360 1.2890 -1.6190 -0.015 0.028 -0.008
H 2.5735 1.3772 -1.9026 -0.055 0.036 0.027
O 0.3258 6.0633 -5.1319 -0.004 -0.011 0.015
C 0.2459 5.2672 -4.2417 0.002 0.039 0.039
S 0.2593 5.6971 -2.5204 -0.016 -0.086 -0.044
C 0.1097 4.0704 -1.8809 0.006 0.372 0.572
C 0.0444 3.0379 -2.8141 -0.035 -0.356 -0.394
S -0.0907 1.3849 -2.4752 0.017 0.151 0.103
S 0.1034 3.5166 -4.4993 0.003 -0.059 0.091
S 0.0518 3.8881 -0.2011 0.029 0.360 -0.529
O -2.1327 1.3023 0.0211 -0.005 0.352 -0.149
S -3.0015 0.1115 0.3109 -0.159 -0.422 -0.310
C -2.3886 -1.2208 -0.7927 -0.110 0.281 0.068
C -3.1257 -1.0550 -2.1113 -0.027 -0.021 -0.046
C -4.5737 -0.7752 -1.7269 0.109 -0.021 -0.125
C -4.5179 0.3594 -0.7113 0.018 -0.234 0.216
H -2.5943 -2.1757 -0.3054 -0.011 0.004 0.015
H -1.3119 -1.0590 -0.8497 0.071 -0.097 0.111
H -3.0303 -1.9337 -2.7520 0.023 -0.008 0.042
H -2.7106 -0.2004 -2.6504 0.020 -0.014 -0.016
H -5.0112 -1.6666 -1.2703 -0.047 0.007 -0.035
H -5.1795 -0.5072 -2.5931 -0.055 0.026 0.059
H -5.3796 0.3758 -0.0464 0.025 0.108 0.025
H -4.3935 1.3342 -1.1815 0.126 0.029 0.071
S 1.2935 -1.5578 0.1985 -0.054 0.086 -0.098
C 0.7644 -3.1254 0.1243 0.010 0.046 0.031
N 0.8685 -4.0415 1.1189 -0.104 -0.172 -0.024
C 0.5910 -5.3903 0.6433 0.064 -0.023 -0.006
C -0.2425 -5.1016 -0.6125 -0.155 0.082 0.002
N 0.1568 -3.7342 -0.9169 0.021 -0.306 -0.030
H 1.4587 -3.8493 1.9082 0.048 0.076 -0.020
H 0.0465 -5.9720 1.3844 -0.023 -0.002 -0.029
H 1.5134 -5.9213 0.3883 -0.002 0.028 0.013
H -1.3153 -5.1562 -0.3995 0.031 -0.020 0.006
H -0.0153 -5.7775 -1.4349 0.016 -0.018 0.030
H -0.0975 -3.2468 -1.7550 0.070 0.148 0.029
```
Forces are in eV/Å.

As for the expectation value of S²: 6.0227. The calculation puts the frontier orbital gap (alpha / beta) at 7.34 / 6.52 eV. As for the spin multiplicity: 5. Its relative energy (zero: lowest compared OMol25 entry of this formula, charge and spin) is 0.0 kJ/mol. The total energy is -138741.007 eV. The HOMO energy (alpha / beta) is -7.2943 / -8.0377 eV.